## A
{
  "formula": "C5H6OS2",
  "method": "ωB97M-V/def2-TZVPD",
  "elements": ["C", "C", "C", "C", "C", "H", "H", "H", "H", "H", "H", "O", "S", "S"],
  "xyz": [[-1.3644, 1.1163, -0.9191], [-0.8642, 0.0371, -0.0247], [-0.9926, -1.1595, 0.5324], [0.2620, -1.5529, 1.0753], [0.9995, -0.3977, 0.9170], [1.1750, 1.0765, -1.5682], [-2.4695, 0.7588, -1.0818], [-1.2164, 2.1902, -0.5951], [-1.9926, -1.7790, 0.7412], [0.5113, -2.5403, 1.5423], [3.3286, 0.1878, 0.1692], [0.2778, 0.6763, 0.3651], [-0.3336, 1.2206, -2.5028], [2.6791, 0.1658, 1.3492]],
  "lowdin_charge": [-0.49, -0.41, -0.06, -0.05, -0.61, 0.09, 0.12, 0.08, 0.17, 0.13, -0.15, -0.14, 0.57, 0.76],
  "gap_ev": 8.964,
  "lumo_energy_ev": 0.1125
}

=====

## B
{
  "formula": "C5H6OS2",
  "method": "ωB97M-V/def2-TZVPD",
  "elements": ["C", "S", "C", "S", "C", "C", "C", "O", "H", "H", "H", "H", "H", "H"],
  "xyz": [[2.3368, -1.2429, -0.0096], [1.4190, 0.2293, 0.1648], [0.0499, -0.2486, -0.6522], [-0.1072, -1.6921, -1.3698], [-0.9995, 0.7519, -0.8409], [-1.6766, 1.4923, 0.1406], [-1.6893, 0.9964, 1.4599], [-1.5783, -0.4134, 1.4881], [3.2613, -1.1416, 0.6306], [2.7570, -1.5716, -1.0502], [1.7431, -2.1418, 0.2288], [-1.1999, 0.9651, -2.0301], [-2.2987, 2.2889, -0.4659], [-2.0176, 1.7281, 2.3060]],
  "lowdin_charge": [-0.51, 0.93, -1.20, 0.74, -0.19, -0.12, -0.13, -0.11, 0.05, 0.08, 0.01, 0.17, 0.14, 0.14],
  "gap_ev": 7.410,
  "smiles": "CSC(=S)/C=C\\C=O",
  "lumo_energy_ev": -1.1486
}

=====

Which is most stable? The ranking, best first, is A, B.

=====

## A
{
  "formula": "CH10O3S2",
  "method": "ωB97M-V/def2-TZVPD",
  "elements": ["C", "S", "S", "H", "H", "H", "H", "O", "H", "H", "O", "H", "H", "O", "H", "H"],
  "xyz": [[-0.1879, 2.3942, 3.5998], [-0.2745, 1.7489, 1.8288], [-0.5335, 2.6653, -0.1480], [-0.3987, 1.4195, 4.0460], [-0.8583, 3.1618, 3.9081], [0.8181, 2.7412, 3.6032], [-0.7092, 3.7906, 0.5521], [-1.4834, -5.0856, -1.0182], [-2.0960, -4.9421, -0.2961], [-0.6624, -5.4982, -0.7399], [0.7046, -1.0502, -3.1346], [-0.2030, -0.9222, -2.8348], [1.0024, -0.2746, -3.6287], [2.3653, -3.7378, -1.7256], [2.1001, -2.9875, -2.2619], [2.4741, -4.4732, -2.3334]],
  "lowdin_charge": [-0.39, 0.33, 0.26, 0.02, 0.02, 0.00, -0.24, -0.06, 0.03, 0.03, -0.05, 0.04, 0.04, -0.06, 0.00, 0.03],
  "gap_ev": 7.671,
  "smiles": "CSS.O.O.O",
  "lumo_energy_ev": -0.5434
}

=====

## B
{
  "formula": "CH10O3S2",
  "method": "ωB97M-V/def2-TZVPD",
  "elements": ["C", "S", "S", "H", "H", "H", "H", "O", "H", "H", "O", "H", "H", "O", "H", "H"],
  "xyz": [[0.0998, -1.6562, -0.4377], [-0.6233, -0.9528, -1.9000], [-2.4496, -2.0065, -2.3163], [-0.6656, -1.8541, 0.3687], [0.8180, -0.8778, -0.1804], [0.5688, -2.6073, -0.6729], [-1.8640, -3.1712, -2.4972], [-1.4542, 1.4973, -0.1721], [-1.2302, 0.8297, -0.7954], [-2.2777, 1.9262, -0.3232], [0.5871, 0.9179, 2.2542], [-0.2475, 0.3744, 2.4788], [0.2436, 1.5885, 1.6946], [3.0089, 1.7405, 0.6325], [2.9933, 2.6475, 0.4096], [2.4928, 1.6039, 1.4568]],
  "lowdin_charge": [-0.47, 0.43, 0.34, 0.06, 0.03, 0.03, -0.23, -0.06, -0.12, 0.02, -0.08, 0.09, -0.01, -0.06, 0.00, 0.02],
  "gap_ev": 9.388,
  "smiles": "CSS.O.O.O",
  "lumo_energy_ev": 0.1819
}

=====

Which is most stable? The ranking, best first, is B, A.